100
Properties=species:S:1:pos:R:3:mulliken_charge:R:1 method="wB97M-V/def2-TZVPD" homo_energy_ev=-6.73 lumo_energy_ev=0.494 orbital_gap_ev=7.23
C 1.405 -3.289 -0.111 -1.235
C 1.037 -2.020 0.014 -0.056
C 1.773 -0.871 -0.603 -1.048
P 0.907 0.196 -1.896 0.718
C 1.367 0.621 -3.658 -1.368
C 0.191 1.243 -4.461 -0.172
C 0.383 2.731 -4.694 -1.186
I -1.012 3.458 -6.145 -0.030
C -0.422 1.297 -1.221 -0.924
C -1.488 0.711 -0.291 -1.357
N -2.660 0.191 -0.996 0.796
C -3.354 1.135 -1.885 -0.837
C -3.617 2.512 -1.289 -0.819
C -3.569 -0.460 -0.095 0.372
C -4.033 -1.821 -0.550 -1.211
O -3.921 0.044 0.947 -0.516
C -0.245 -1.190 -2.476 -0.557
C 0.354 -2.451 -3.059 -0.176
C 1.766 -2.655 -3.397 -0.932
O 0.777 -2.411 -4.412 -0.526
P 2.494 1.854 -1.104 -0.115
N 4.020 1.313 -1.790 -0.686
O 2.125 3.141 -2.131 -0.396
H 0.777 -4.086 0.266 0.311
H 2.357 -3.565 -0.551 0.233
H 0.186 -1.798 0.650 0.415
H 2.083 -0.163 0.172 0.800
H 2.698 -1.248 -1.050 0.488
H 2.196 1.327 -3.663 0.881
H 1.699 -0.256 -4.212 0.728
H 0.117 0.734 -5.423 0.539
H -0.773 1.085 -3.978 -0.231
H 0.172 3.323 -3.809 0.355
H 1.379 2.974 -5.051 0.529
H 0.090 2.067 -0.639 0.493
H -0.867 1.834 -2.058 0.455
H -1.072 -0.102 0.307 0.135
H -1.777 1.487 0.429 0.458
H -2.802 1.219 -2.825 0.059
H -4.310 0.674 -2.149 0.715
H -4.157 3.116 -2.022 0.554
H -4.221 2.452 -0.384 0.084
H -2.690 3.050 -1.086 0.123
H -4.528 -2.350 0.259 0.424
H -3.186 -2.388 -0.937 0.229
H -4.720 -1.693 -1.391 0.278
H -0.923 -0.826 -3.253 0.829
H -0.892 -1.512 -1.662 -0.038
H -0.169 -3.348 -2.753 0.716
H 2.140 -3.669 -3.462 0.407
H 2.492 -1.859 -3.274 0.277
H 3.933 0.394 -2.216 0.336
H 4.308 1.926 -2.546 0.298
H 2.524 3.936 -1.767 0.341
C 6.408 -7.961 2.945 -0.793
O 6.522 -7.076 1.855 -0.296
C 5.431 -7.103 0.956 -0.676
C 4.999 -5.714 0.541 -0.232
O 4.382 -4.947 1.558 -0.380
C 5.171 -4.429 2.614 -0.324
C 6.124 -3.323 2.221 -0.485
O 7.213 -3.809 1.461 -0.297
C 7.641 -2.948 0.433 -0.717
H 6.627 -8.995 2.654 0.319
H 7.134 -7.648 3.694 0.237
H 5.407 -7.925 3.389 0.362
H 4.578 -7.630 1.397 0.376
H 5.727 -7.644 0.047 0.373
H 4.219 -5.847 -0.215 0.369
H 5.825 -5.175 0.070 0.159
H 5.696 -5.219 3.154 0.110
H 4.446 -3.984 3.300 0.402
H 6.502 -2.866 3.145 0.392
H 5.576 -2.556 1.661 0.258
H 6.791 -2.520 -0.111 0.292
H 8.238 -3.538 -0.261 0.234
H 8.257 -2.128 0.818 0.320
C -5.265 7.972 3.615 -0.782
O -5.951 6.744 3.564 -0.312
C -6.696 6.532 2.381 -0.549
C -6.523 5.131 1.839 -0.352
O -5.242 4.851 1.307 -0.387
C -4.146 4.672 2.187 -0.524
C -4.181 3.404 3.010 -0.011
O -5.163 3.460 4.027 -0.327
C -5.824 2.239 4.263 -0.766
H -5.938 8.805 3.848 0.320
H -4.519 7.896 4.406 0.235
H -4.754 8.186 2.670 0.362
H -6.411 7.256 1.609 0.340
H -7.763 6.675 2.598 0.379
H -7.200 5.043 0.985 0.407
H -6.827 4.387 2.579 0.138
H -3.988 5.547 2.821 0.180
H -3.280 4.583 1.525 0.460
H -3.190 3.280 3.469 0.407
H -4.358 2.547 2.350 -0.075
H -6.084 1.736 3.326 0.331
H -6.741 2.464 4.807 0.246
H -5.215 1.557 4.868 0.319

---

67
Properties=species:S:1:pos:R:3:lowdin_spin:R:1 method="wB97M-V/def2-TZVPD" de_lowest_ev=2.217 homo_energy_ev="-11.74 / -13.08" spin_multiplicity=5 total_charge=+2 lumo_energy_ev="-5.886 / -9.653" orbital_gap_ev="5.86 / 3.42"
Pt -0.541 -0.198 1.130 0.174
C -0.760 3.918 -0.392 0.040
C -0.317 3.805 0.994 0.183
N 0.118 4.906 1.662 -0.014
C 0.822 4.770 2.790 0.177
C 0.935 3.515 3.482 0.052
C 1.888 3.375 4.685 0.005
O 2.644 2.167 4.713 0.000
C 0.288 2.446 2.932 0.040
C 0.309 1.203 3.630 0.006
N 0.126 0.037 3.098 0.020
C 0.529 -1.114 3.803 0.002
C 1.872 -1.464 3.806 0.000
C 2.311 -2.722 4.195 0.000
C 1.323 -3.679 4.589 0.000
C 0.023 -3.282 4.717 0.000
C -0.401 -1.945 4.497 0.000
I -2.199 -1.314 5.342 0.000
C -0.391 2.561 1.706 0.093
O -1.200 1.689 1.118 0.290
H -1.181 4.955 -0.366 0.007
H -1.457 3.120 -0.699 0.008
H 0.056 3.995 -1.106 0.013
H 1.148 5.700 3.228 0.007
H 1.338 3.433 5.619 0.002
H 2.535 4.259 4.663 0.001
H 3.355 2.318 4.086 0.000
H 0.471 1.178 4.700 0.000
H 2.539 -0.668 3.567 0.000
H 3.382 -2.828 4.144 0.000
H 1.514 -4.705 4.889 0.000
H -0.775 -3.947 5.100 0.000
O -1.248 -5.302 -1.657 0.196
C -0.030 -4.624 -1.684 0.205
C 0.695 -4.851 -2.827 0.107
C 2.010 -4.388 -2.894 0.048
C 2.508 -3.757 -1.776 0.246
C 1.709 -3.525 -0.667 0.021
C 0.358 -3.703 -0.695 0.118
C -0.559 -2.847 0.087 0.024
O 0.037 -2.040 1.015 0.035
N -1.394 -1.955 -0.889 0.168
N -1.270 -0.557 -0.606 0.452
C -1.382 0.166 -1.706 0.178
C -2.262 1.279 -1.908 0.194
Br -3.877 1.456 -0.834 0.073
C -2.202 2.220 -2.942 0.383
C -1.834 1.997 -4.291 0.044
C -1.520 0.755 -4.906 0.086
C -1.162 0.723 -6.224 -0.003
C -0.864 1.912 -6.913 0.135
C -1.196 3.142 -6.333 -0.010
C -1.742 3.140 -5.064 0.106
H -1.708 -5.017 -0.881 0.001
H 0.214 -5.429 -3.581 0.002
H 2.632 -4.651 -3.734 -0.001
H 3.538 -3.459 -1.655 0.011
H 2.164 -3.198 0.257 -0.003
H -1.359 -3.428 0.545 0.013
H -1.141 -2.035 -1.889 0.014
H -0.840 -0.300 -2.541 0.024
H -2.523 3.217 -2.676 0.016
H -1.549 -0.148 -4.357 0.006
H -1.085 -0.241 -6.656 -0.003
H -0.430 1.800 -7.905 0.007
H -0.923 4.051 -6.858 -0.003
H -2.067 4.114 -4.682 0.003

---

62
Properties=species:S:1:pos:R:3:nbo_charge:R:1 method="wB97M-V/def2-TZVPD" de_lowest_ev=3.574 homo_energy_ev=-9.52 total_charge=+1 lumo_energy_ev=-3.307 orbital_gap_ev=6.21
Pt -1.241 1.606 -1.927 -0.112
Br -2.965 2.710 -4.162 0.154
C -3.984 1.861 -2.833 0.155
C -5.369 1.951 -2.856 -0.232
C -6.066 1.379 -1.824 -0.139
C -5.363 0.714 -0.832 -0.185
C -3.996 0.628 -0.910 0.069
N -3.286 1.221 -1.885 -0.462
C -3.326 -0.156 0.187 0.803
O -3.806 -0.457 1.216 -0.509
O -2.049 -0.524 -0.142 -0.790
H -5.873 2.474 -3.655 0.257
H -7.146 1.447 -1.796 0.244
H -5.857 0.241 0.007 0.256
N 0.445 -0.446 -0.316 -1.271
P -0.748 -0.520 0.801 2.145
C -0.690 0.905 1.849 -0.425
C -0.001 0.775 3.061 -0.170
C 0.176 1.886 3.869 -0.212
C -0.338 3.115 3.475 -0.151
C -1.032 3.239 2.276 -0.194
C -1.206 2.138 1.456 -0.184
C -0.660 -1.979 1.800 -0.513
C -1.611 -2.196 2.803 -0.168
C -1.510 -3.321 3.600 -0.191
C -0.470 -4.224 3.404 -0.158
C 0.474 -4.008 2.410 -0.225
C 0.387 -2.880 1.606 -0.108
P 1.860 0.588 -0.252 1.046
C 1.907 1.073 -2.041 -0.356
C 2.944 0.691 -2.885 -0.149
C 2.955 1.080 -4.222 -0.205
C 1.951 1.890 -4.722 -0.200
C 0.938 2.334 -3.881 -0.166
C 0.897 1.914 -2.559 -0.268
C 3.192 -0.652 -0.148 -0.409
C 3.221 -1.841 -0.882 -0.160
C 4.234 -2.765 -0.683 -0.228
C 5.237 -2.508 0.248 -0.184
C 5.224 -1.327 0.975 -0.205
C 4.200 -0.405 0.780 -0.181
H 0.410 -1.170 -1.025 0.434
H 0.393 -0.187 3.364 0.231
H 0.714 1.792 4.803 0.232
H -0.196 3.984 4.106 0.231
H -1.431 4.200 1.977 0.231
H -1.724 2.244 0.515 0.242
H -2.429 -1.497 2.942 0.247
H -2.240 -3.493 4.380 0.233
H -0.398 -5.104 4.031 0.232
H 1.283 -4.711 2.263 0.232
H 1.138 -2.695 0.850 0.222
H 3.753 0.084 -2.502 0.215
H 3.760 0.752 -4.868 0.226
H 1.961 2.196 -5.761 0.227
H 0.197 3.028 -4.248 0.227
H 0.236 2.494 -1.798 0.210
H 2.460 -2.042 -1.631 0.201
H 4.247 -3.685 -1.256 0.225
H 6.029 -3.230 0.400 0.227
H 6.004 -1.126 1.699 0.228
H 4.184 0.518 1.351 0.225

---

61
Properties=species:S:1:pos:R:3:lowdin_spin:R:1 method="wB97M-V/def2-TZVPD" de_lowest_ev=0.000 homo_energy_ev="-7.08 / -7.98" spin_multiplicity=5 lumo_energy_ev="0.069 / -1.724" orbital_gap_ev="7.15 / 6.26"
O 1.811 -1.621 0.437 0.530
C 2.812 -1.259 -0.499 0.053
C 3.739 -2.486 -0.622 0.008
C 3.670 -3.424 0.400 0.003
H 3.213 -3.136 1.349 0.001
C 4.136 -4.717 0.168 0.001
H 3.962 -5.471 0.931 0.000
C 4.807 -5.011 -1.026 0.001
H 5.153 -6.026 -1.218 0.000
C 5.000 -4.014 -1.994 0.001
H 5.509 -4.245 -2.932 0.000
C 4.499 -2.729 -1.775 0.002
H 4.687 -1.907 -2.472 0.000
H 2.292 -1.220 -1.494 0.020
C 4.163 0.223 1.127 0.003
C 3.462 0.052 -0.199 0.010
H 4.311 1.290 1.359 0.000
H 5.155 -0.245 1.088 0.000
H 3.590 -0.227 1.960 0.002
C 2.943 1.041 -0.953 0.004
C 2.726 2.427 -0.471 0.001
H 2.562 0.801 -1.956 0.001
H 3.674 2.969 -0.412 0.000
H 2.268 2.426 0.529 0.000
H 2.064 2.971 -1.147 0.000
Rh 0.012 -1.232 0.796 2.664
Cl 0.856 -0.969 2.968 0.249
Cl -0.172 -1.059 -1.533 0.268
C -0.733 1.513 2.231 0.009
O -0.920 0.951 1.133 0.064
N -1.641 2.274 2.866 0.007
C -2.854 2.667 2.175 0.001
C -1.410 2.775 4.215 0.001
H 0.211 1.399 2.789 0.002
H -3.006 1.991 1.327 0.000
H -2.771 3.704 1.813 0.000
H -3.691 2.611 2.881 0.000
H -0.625 2.167 4.681 0.000
H -2.333 2.704 4.803 0.000
H -1.089 3.828 4.212 0.000
H -4.763 3.240 -2.808 0.000
H -4.695 1.346 -3.869 0.000
C -3.757 3.259 -2.383 0.000
C -3.636 1.131 -3.690 0.000
N -3.153 1.958 -2.595 0.000
H -3.806 3.471 -1.308 0.000
C -1.922 1.730 -2.059 0.002
O -1.335 2.515 -1.329 0.001
H -3.504 0.077 -3.414 0.000
H -1.496 0.749 -2.352 0.004
H -3.174 4.063 -2.857 0.000
H -3.069 1.308 -4.619 0.000
N -5.243 -1.106 0.125 0.005
N -4.043 -1.573 0.634 0.013
N -3.791 -2.911 0.660 0.000
C -2.472 -2.909 0.875 0.013
N -1.975 -1.665 0.919 0.050
N -2.990 -0.788 0.716 0.007
H -5.360 -0.147 0.421 0.000
H -5.984 -1.733 0.417 0.000
H -1.872 -3.802 0.983 0.001

---

13
Properties=species:S:1:pos:R:3:nbo_charge:R:1 method="wB97M-V/def2-TZVPD" de_lowest_ev=1.764 homo_energy_ev=-8.99 lumo_energy_ev=0.767 orbital_gap_ev=9.75
C -2.808 0.325 -0.291 -0.417
C -0.614 -0.369 -0.061 0.550
N -1.764 -0.686 -0.248 -0.407
O 1.759 -1.222 -1.253 -0.622
C 1.788 -0.464 -0.297 0.654
N 2.946 -0.092 0.329 -0.825
C 0.574 0.023 0.364 -0.588
H -3.661 -0.010 -0.873 0.214
H -3.114 0.397 0.756 0.212
H -2.454 1.308 -0.628 0.195
H 2.959 0.706 0.943 0.389
H 3.808 -0.406 -0.085 0.403
H 0.581 0.490 1.345 0.243

---

70
Properties=species:S:1:pos:R:3:nbo_charge:R:1 method="wB97M-V/def2-TZVPD" de_lowest_ev=0.370 homo_energy_ev=-6.24 lumo_energy_ev=-1.218 orbital_gap_ev=5.02
C -2.788 -0.044 3.331 -0.618
C -1.390 0.471 2.985 0.088
C -1.422 1.355 1.767 -0.637
O -0.591 -0.736 2.760 -0.545
C 0.736 -0.776 3.078 0.011
S 1.411 -2.308 3.275 -0.200
S 1.583 0.652 3.253 -0.319
H -3.494 0.770 3.539 0.205
H -3.187 -0.654 2.508 0.206
H -2.749 -0.677 4.222 0.217
H -0.995 1.072 3.825 0.207
H -2.206 2.116 1.900 0.204
H -0.465 1.878 1.633 0.238
H -1.651 0.780 0.857 0.203
C 6.903 -5.197 7.894 -0.402
C 7.611 -6.332 7.180 -0.201
N 6.883 -6.764 6.005 -0.419
C 7.303 -8.072 5.534 -0.199
C 6.325 -8.649 4.530 -0.402
C 6.081 -7.655 3.404 -0.419
C 5.772 -6.286 3.914 -0.112
C 6.214 -5.885 5.204 0.315
C 5.933 -4.557 5.645 -0.102
C 5.146 -3.730 4.868 -0.119
C 4.700 -4.094 3.565 -0.110
C 3.956 -3.178 2.763 0.052
C 3.364 -3.530 1.505 -0.191
C 3.064 -2.524 0.544 -0.032
C 2.402 -2.802 -0.634 -0.114
C 2.123 -4.165 -0.970 0.316
N 1.530 -4.474 -2.155 -0.417
C 0.862 -3.467 -2.953 -0.201
C 1.622 -2.159 -2.951 -0.401
C 1.951 -1.696 -1.533 -0.425
C 1.127 -5.831 -2.464 -0.200
C 2.095 -6.844 -1.891 -0.401
C 2.281 -6.631 -0.395 -0.418
C 2.446 -5.192 -0.040 -0.119
C 2.892 -4.837 1.220 -0.115
C 5.121 -5.376 3.109 -0.135
C 6.547 -4.073 6.920 -0.422
H 5.990 -5.577 8.367 0.208
H 7.554 -4.818 8.686 0.219
H 8.640 -6.029 6.905 0.180
H 7.698 -7.205 7.838 0.204
H 8.311 -8.003 5.081 0.180
H 7.386 -8.721 6.415 0.205
H 6.729 -9.582 4.135 0.219
H 5.376 -8.873 5.028 0.209
H 6.969 -7.613 2.755 0.212
H 5.256 -8.000 2.774 0.220
H 4.868 -2.752 5.252 0.225
H 4.088 -2.114 2.988 0.247
H 3.326 -1.492 0.781 0.222
H 0.798 -3.869 -3.968 0.202
H -0.168 -3.314 -2.586 0.185
H 2.552 -2.276 -3.517 0.203
H 1.027 -1.399 -3.458 0.219
H 1.061 -1.222 -1.085 0.227
H 2.721 -0.918 -1.570 0.226
H 0.111 -6.021 -2.076 0.183
H 1.088 -5.908 -3.555 0.203
H 1.720 -7.851 -2.079 0.218
H 3.066 -6.744 -2.386 0.206
H 1.426 -7.035 0.163 0.215
H 3.160 -7.187 -0.048 0.214
H 2.895 -5.597 2.002 0.218
H 4.929 -5.676 2.085 0.219
H 5.869 -3.365 7.405 0.229
H 7.470 -3.513 6.694 0.213

---

24
Properties=species:S:1:pos:R:3:lowdin_spin:R:1 method="wB97M-V/def2-TZVPD" homo_energy_ev="0.87 / -4.34" spin_multiplicity=3 total_charge=-1 lumo_energy_ev="3.405 / 2.179" orbital_gap_ev="2.53 / 6.52"
C -2.183 -0.111 -0.765 0.006
C -2.242 0.616 -2.034 0.142
C -1.834 1.948 -1.838 0.021
C -1.511 2.118 -0.460 0.156
C -1.755 0.883 0.252 -0.010
Pd -0.517 -1.064 0.492 0.710
P -0.971 -3.235 0.491 0.104
H -2.769 -1.015 -0.557 0.004
H -2.545 0.175 -2.959 0.010
H -1.710 2.704 -2.591 -0.001
H -2.016 0.817 1.311 0.002
H -1.166 3.023 0.018 0.014
H 0.057 -4.040 -0.084 0.028
H -2.200 -3.675 -0.109 0.029
H -1.052 -3.659 1.865 0.025
C 3.617 0.057 1.213 0.275
C 2.176 0.287 0.875 0.114
N 1.873 1.265 0.011 0.076
O 1.320 -0.441 1.457 0.046
H 4.227 0.917 0.926 0.077
H 3.963 -0.841 0.682 0.054
H 3.703 -0.129 2.291 0.024
H 0.912 1.518 -0.191 0.007
H 2.622 1.883 -0.297 0.088

---

73
Properties=species:S:1:pos:R:3:mulliken_charge:R:1 method="wB97M-V/def2-TZVPD" de_lowest_ev=2.086 homo_energy_ev=-13.01 total_charge=+1 lumo_energy_ev=-1.743 orbital_gap_ev=11.27
Li -27.981 8.628 -59.178 0.911
C -31.640 11.030 -59.834 -0.264
O -30.695 12.114 -60.063 -0.307
C -29.498 11.935 -59.415 0.457
O -29.100 10.964 -58.854 -0.182
O -28.753 13.109 -59.498 -0.402
C -27.634 13.275 -58.579 -0.703
H -32.822 11.477 -59.747 0.270
H -31.431 10.428 -59.160 -0.088
H -31.697 10.302 -60.714 0.184
H -26.742 12.868 -59.120 0.009
H -27.666 12.792 -57.768 0.387
H -27.350 14.239 -58.354 0.415
C -30.250 9.639 -55.953 -0.349
O -30.179 8.216 -55.844 -0.404
C -29.484 7.460 -56.521 0.212
O -28.829 7.791 -57.515 0.253
O -29.197 6.215 -56.081 -0.493
C -28.064 5.466 -56.311 0.113
H -29.205 10.115 -56.343 -0.032
H -30.386 10.126 -54.947 0.291
H -30.997 9.789 -56.649 0.371
H -27.937 4.618 -55.571 0.288
H -27.252 6.240 -56.153 -0.071
H -27.918 5.104 -57.274 -0.179
C -27.781 4.360 -60.668 -0.531
O -26.489 4.606 -60.058 -0.474
C -26.185 5.700 -59.395 0.455
O -26.951 6.707 -59.264 0.702
O -24.931 5.765 -59.002 -0.495
C -24.264 6.814 -58.400 -0.398
H -28.065 3.538 -61.136 0.598
H -28.372 5.209 -60.909 -0.122
H -28.301 4.030 -59.678 0.243
H -24.181 7.814 -58.922 -0.037
H -23.208 6.736 -58.208 0.399
H -24.542 6.923 -57.388 0.243
C -26.061 9.036 -55.352 -0.566
O -25.391 9.993 -56.179 -0.413
C -25.695 10.176 -57.528 0.342
O -26.766 9.576 -57.943 0.039
O -24.872 10.826 -58.346 -0.407
C -24.863 10.834 -59.731 -0.008
H -27.233 9.190 -55.457 0.162
H -25.506 9.322 -54.438 0.304
H -26.015 8.148 -55.585 0.196
H -25.585 11.528 -60.123 -0.036
H -24.990 9.747 -60.178 -0.142
H -23.851 11.466 -60.027 0.269
C -27.840 12.100 -62.557 -0.403
O -27.129 10.899 -63.038 -0.491
C -27.059 9.694 -62.302 0.191
O -27.440 9.527 -61.179 0.170
O -26.480 8.778 -63.027 -0.499
C -26.022 7.488 -62.332 0.073
H -28.806 11.770 -62.767 0.390
H -27.543 12.946 -63.105 0.291
H -27.768 12.183 -61.498 -0.099
H -25.586 7.881 -61.539 -0.175
H -25.528 6.795 -62.984 0.330
H -27.032 6.999 -62.079 0.015
C -31.396 6.172 -58.967 -0.147
O -31.485 6.481 -60.312 -0.423
C -30.615 7.248 -61.016 0.487
O -29.555 7.608 -60.555 0.233
O -30.982 7.466 -62.280 -0.448
C -30.198 8.247 -63.104 -0.517
H -31.962 5.213 -58.714 0.315
H -31.955 6.870 -58.316 0.264
H -30.498 6.079 -58.619 -0.224
H -29.210 7.918 -63.021 0.129
H -30.086 9.217 -62.707 0.160
H -30.622 8.230 -64.064 0.367